(1)
13
Properties=species:S:1:pos:R:3 method="wB97M-V/def2-TZVPD" spin_multiplicity=1 smiles="NOSO.C=C" orbital_gap_ev=9.6 e_homo_ev=-9.03
N -2.36621 -1.55460 0.66898
O -1.59186 -0.36948 0.69865
S -0.81721 0.17225 2.02152
O 0.63357 -0.46868 1.58927
H -2.13629 -2.05929 1.59824
H -3.35547 -1.23836 0.73690
H 1.23647 0.15022 1.14447
C 0.76024 0.87555 -1.58320
C 2.02361 0.98664 -1.28077
H 0.35459 0.53438 -2.60756
H 0.02853 1.08521 -0.85805
H 2.88101 0.71509 -1.92582
H 2.34903 1.17107 -0.20263

(2)
71
Properties=species:S:1:pos:R:3 method="wB97M-V/def2-TZVPD" spin_multiplicity=3 charge=+2 orbital_gap_ev="7.2 / 6.5" e_homo_ev="-13.23 / -13.23"
Tc -0.37019 0.03689 -0.66040
C 1.42048 -0.22350 3.80677
C -0.09100 -0.13852 3.56827
S -0.76494 0.46373 1.99176
C -1.17136 2.18567 2.31414
C -0.01735 3.09997 2.70097
S 1.41263 2.98866 1.59083
C 2.79222 3.20555 2.74241
C 3.28093 1.93252 3.42252
S 2.16239 1.20015 4.64583
H 1.96487 -0.41835 2.89201
H 1.60151 -1.07314 4.46520
H -0.55937 0.50276 4.31603
H -0.53004 -1.13040 3.67436
H -1.91734 2.19218 3.11021
H -1.66705 2.51002 1.40222
H 0.33521 2.85061 3.69915
H -0.37972 4.12849 2.70980
H 2.51700 3.96365 3.47587
H 3.60071 3.62469 2.13973
H 4.19496 2.15959 3.97359
H 3.53025 1.16777 2.68499
C -5.09513 -3.79181 -0.44627
C -3.93193 -3.67776 -1.39685
O -2.64343 -3.53157 -0.69097
P -2.18968 -2.23791 0.04674
S -2.75384 -0.52198 -0.81256
S -0.15664 -2.23342 0.00546
O -2.76689 -2.25762 1.49186
C -2.28572 -3.13608 2.56463
C -3.02448 -4.44957 2.57324
H -6.00235 -3.98255 -1.02184
H -5.24407 -2.87471 0.12592
H -4.95346 -4.61889 0.24823
H -4.02956 -2.82336 -2.06521
H -3.79716 -4.57459 -1.99128
H -2.46217 -2.56624 3.47238
H -1.21026 -3.27423 2.43778
H -4.09939 -4.28511 2.64777
H -2.70887 -5.03224 3.44032
H -2.81357 -5.03293 1.67690
C 4.02923 -0.15992 -0.16500
C 2.65890 -0.07477 0.10633
N 1.75912 0.05564 -0.84910
C 2.18316 0.07082 -2.14304
C 3.52093 0.01224 -2.50631
C 4.46131 -0.10683 -1.46206
C 3.86626 0.05673 -3.90447
C 2.90924 0.13605 -4.84902
C 1.51376 0.15988 -4.48937
C 0.46547 0.22154 -5.42946
C -0.83130 0.22640 -4.99789
C -1.10253 0.15212 -3.62787
N -0.13410 0.09450 -2.72346
C 1.16427 0.11157 -3.14915
H 4.72542 -0.27246 0.65490
H 2.27069 -0.09370 1.10869
H 5.51833 -0.16925 -1.69438
H 4.91213 0.02568 -4.18371
H 3.17473 0.17430 -5.89804
H 0.69391 0.26430 -6.48827
H -1.65726 0.27106 -5.69362
H -2.11458 0.12445 -3.25328
N 0.66240 3.22830 -1.84205
C -0.54188 3.13005 -1.26072
N -1.33104 4.20437 -1.20391
O -0.96757 2.04331 -0.77550
H 1.04103 4.12574 -2.09583
H 1.32341 2.49239 -1.65640
H -1.07029 5.08643 -1.61000
H -2.27931 4.08264 -0.89052

(3)
16
Properties=species:S:1:pos:R:3 method="wB97M-V/def2-TZVPD" spin_multiplicity=1 smiles=CC.CC orbital_gap_ev=12.0 e_homo_ev=-11.01
C 2.72004 0.83421 -0.74228
C 1.57244 1.90721 -0.56638
H 2.81391 0.33713 -1.80313
H 3.66090 1.10309 -0.45780
H 2.56328 -0.02531 -0.03619
H 0.83765 1.80022 -1.36719
H 1.96889 2.89435 -0.71181
H 1.13421 1.67133 0.34115
C -2.83798 -0.85514 0.64166
C -1.58630 -1.76881 0.95290
H -3.71316 -1.31441 0.75487
H -2.53228 0.15507 0.80117
H -2.79196 -0.74570 -0.35978
H -0.92736 -1.44286 1.81308
H -0.98608 -1.71259 -0.13589
H -1.89618 -2.83779 0.87562

(4)
66
Properties=species:S:1:pos:R:3 method="wB97M-V/def2-TZVPD" spin_multiplicity=1 charge=+1 orbital_gap_ev=6.4 e_homo_ev=-11.52
O 4.89996 0.93476 0.04990
S 3.64527 0.37689 -0.32800
O 3.50693 -0.60839 -1.34073
P 2.86468 -0.40011 1.59636
C 2.09356 -2.05089 1.57362
C 2.05377 -2.87077 0.27221
C 0.95135 -2.47458 -0.70678
C -0.45493 -2.42757 -0.07243
C -1.55558 -3.06709 -0.94493
C -2.37007 -2.02442 -1.71965
C -3.25116 -1.15614 -0.80046
S -4.98613 -1.67209 -1.00217
C -5.76662 -0.28757 -0.30196
N -6.28882 0.70810 -0.93308
N -6.83011 1.55255 0.03653
C -6.58375 0.99538 1.16164
O -5.91273 -0.17324 1.05239
B 1.68163 0.91264 2.55649
O 2.25249 2.09920 2.86697
O 0.43229 0.51640 2.87149
C 2.58719 1.85549 -0.82285
F 3.21827 2.35716 -1.87663
F 2.63551 2.73112 0.18463
C 1.12752 1.50955 -1.18070
F 1.12617 0.73499 -2.26626
F 0.63257 0.81238 -0.12212
C 0.20051 2.72727 -1.46497
F 0.29550 3.63361 -0.49134
F 0.55933 3.27888 -2.62277
F -1.05020 2.28744 -1.53967
H 4.04979 -0.46405 2.33996
H 2.67165 -2.59304 2.32978
H 1.08526 -1.91261 1.97046
H 3.03304 -2.88063 -0.20956
H 1.86788 -3.90176 0.58662
H 0.94440 -3.21049 -1.51165
H 1.18601 -1.51674 -1.17275
H -0.43659 -2.94917 0.89181
H -0.73303 -1.39193 0.14705
H -1.09964 -3.75945 -1.65241
H -2.24122 -3.62340 -0.30063
H -3.00648 -2.54528 -2.43684
H -1.69478 -1.37225 -2.28007
H -2.96343 -1.25207 0.24788
H -3.19321 -0.10083 -1.06900
H -6.84883 1.36103 2.14056
H 1.66834 2.85965 2.73168
H 0.34152 -0.19959 3.51102
O 1.35036 5.74126 -4.35901
H 1.16001 4.99151 -3.79066
H 1.36433 6.50910 -3.77991
O 3.91096 0.42047 4.61560
H 4.35472 0.93945 5.29559
H 3.56281 1.06105 3.98928
O -8.80741 -0.83481 -2.53740
H -9.53138 -1.12484 -1.97530
H -8.22714 -0.32372 -1.96333
O 4.23508 5.35848 -0.84433
H 3.73063 4.54675 -0.77167
H 5.05646 5.09951 -1.27442
O 3.27479 -1.86989 6.43365
H 3.70513 -1.38731 7.14539
H 2.99738 -1.19224 5.80874
O 0.32931 -3.34263 -3.72446
H 0.59436 -3.52231 -4.63331
H 0.59450 -2.42815 -3.58305

(5)
21
Properties=species:S:1:pos:R:3 method="wB97M-V/def2-TZVPD" spin_multiplicity=1 charge=+1 orbital_gap_ev="6.5 / 7.6" e_homo_ev="-12.61 / -12.77"
C -0.70734 -1.41194 -0.02303
C 0.57935 0.29955 0.20207
C 0.82324 0.58918 -1.25155
C 1.91627 -1.82545 0.25783
C -1.19770 1.83322 1.29222
N 0.59557 -1.14233 0.16950
N -1.54539 -0.38289 0.25165
N -0.74381 0.65731 0.64468
S -3.11875 -0.43009 -1.41979
H -1.14958 -2.39060 -0.25827
H 1.34931 0.60291 0.88665
H 0.27693 -0.01011 -1.82157
H 1.94923 0.35176 -1.43289
H 0.47110 1.67701 -1.55510
H 2.44537 -2.01768 -0.62026
H 2.50118 -1.15196 0.87019
H 1.80509 -2.70558 1.01187
H -1.24672 2.77800 0.65051
H -2.18668 1.73660 1.63764
H -0.75941 2.16579 2.22300
H -2.05722 0.77729 -1.71539

(6)
42
Properties=species:S:1:pos:R:3 method="wB97M-V/def2-TZVPD" spin_multiplicity=1 charge=+1 orbital_gap_ev=6.5 e_homo_ev=-10.79
C 4.92671 1.21881 2.74104
N 3.58950 0.65548 2.71712
C 2.48101 1.31087 2.28522
C 1.34105 0.47244 2.42489
C 0.02739 0.82978 2.09255
C -1.08820 -0.03122 2.12631
C -1.18635 -1.38315 1.69918
N -2.42804 -1.86639 1.97879
C -2.86299 -3.22421 1.71205
C -3.18648 -0.88250 2.61943
C -2.38719 0.28216 2.73124
C -2.84462 1.33645 3.51655
C -4.09624 1.21589 4.14588
C -4.87574 0.05454 4.01170
C -4.42194 -1.02036 3.23309
C 1.83878 -0.76873 3.04336
C 3.24407 -0.61986 3.17154
C 4.08094 -1.59156 3.69454
C 3.48583 -2.77931 4.14630
C 2.09216 -2.93414 4.07954
C 1.26319 -1.91876 3.56314
H 5.63065 0.47051 3.11288
H 5.22984 1.53173 1.73394
H 4.96797 2.10131 3.39411
H 2.53004 2.33116 1.91317
H -0.14208 1.86894 1.79132
H -0.42667 -2.00547 1.23052
H -3.87813 -3.35528 2.09414
H -2.85452 -3.43113 0.63297
H -2.19733 -3.95106 2.19986
H -2.22435 2.22625 3.63075
H -4.46885 2.03928 4.75852
H -5.84119 -0.01467 4.51462
H -4.99361 -1.93483 3.10127
H 5.15331 -1.42195 3.72954
H 4.10553 -3.58048 4.55069
H 1.63970 -3.86116 4.43722
H 0.18189 -2.02904 3.56534
N -0.04240 2.73967 0.00033
H 0.18207 1.98950 -0.64721
H 0.63108 3.49248 -0.12770
H -0.97376 3.08408 -0.22120

Taking the records one at a time from the top gives energy relative to the best compared isomer or geometry (same formula, charge and spin) values of 107.4 0.0 48.2 0.0 132.3 19.1 kcal/mol.